(1)
Formula: C22H38N2
Source: the OMol25 dataset
Level of theory: the ωB97M-V functional and the def2-TZVPD basis

HOMO = -8.523 eV
Total charge = 0
Relative energy (zero: lowest compared OMol25 entry of this formula, charge and spin) = 0.208 eV
Total energy = -970.58767 Ha

Atoms and positions in Å:
C  -7.65  -2.94  -0.05
C  -6.85  -1.71  0.24
C  -6.43  -0.91  -0.74
C  -5.61  0.33  -0.60
H  -5.89  1.04  -1.38
H  -5.79  0.82  0.36
C  -4.11  0.02  -0.72
C  -3.28  1.27  -0.57
C  -2.76  1.61  0.60
C  -1.90  2.82  0.87
N  -0.55  2.75  0.31
H  -0.61  2.66  -0.70
C  0.25  1.67  0.84
C  1.65  1.71  0.25
N  2.46  0.64  0.79
H  2.41  0.67  1.80
C  3.87  0.70  0.40
C  4.71  -0.18  1.33
C  4.25  -1.64  1.22
C  4.45  -2.12  -0.21
C  3.60  -1.25  -1.14
C  4.06  0.20  -1.04
C  5.54  0.31  -1.42
C  6.37  -0.56  -0.48
C  6.18  -0.08  0.95
H  6.78  -0.68  1.64
H  6.52  0.96  1.05
C  5.92  -2.01  -0.60
H  6.06  -2.37  -1.62
H  6.52  -2.64  0.06
H  7.43  -0.48  -0.76
H  5.67  -0.02  -2.45
H  5.86  1.35  -1.35
H  3.47  0.82  -1.72
H  2.55  -1.31  -0.86
H  3.70  -1.60  -2.17
H  4.12  -3.16  -0.29
H  3.20  -1.71  1.50
H  4.83  -2.26  1.91
H  4.57  0.16  2.37
H  4.25  1.74  0.46
H  1.58  1.58  -0.84
H  2.08  2.71  0.44
H  0.30  1.80  1.93
H  -0.19  0.67  0.65
H  -2.37  3.72  0.45
H  -1.80  2.96  1.95
H  -2.91  0.95  1.45
C  -3.12  2.07  -1.83
H  -4.04  2.07  -2.40
H  -2.85  3.11  -1.61
H  -2.34  1.64  -2.45
H  -3.92  -0.44  -1.69
H  -3.84  -0.70  0.05
H  -6.65  -1.19  -1.76
C  -6.60  -1.48  1.70
H  -6.02  -0.58  1.89
H  -7.55  -1.40  2.23
H  -6.07  -2.33  2.12
H  -7.81  -3.07  -1.12
H  -7.14  -3.82  0.33
H  -8.62  -2.89  0.44

Partial atomic charges computed with the natural (NBO) method, in multiples of e:
1. C -0.6312
2. C 0.0345
3. C -0.2015
4. C -0.4238
5. H 0.2044
6. H 0.2071
7. C -0.4188
8. C 0.0442
9. C -0.2276
10. C -0.2572
11. N -0.6132
12. H 0.3475
13. C -0.2203
14. C -0.2118
15. N -0.6370
16. H 0.3519
17. C -0.0220
18. C -0.2133
19. C -0.4084
20. C -0.2182
21. C -0.4080
22. C -0.2345
23. C -0.3901
24. C -0.2210
25. C -0.3998
26. H 0.2055
27. H 0.2040
28. C -0.3987
29. H 0.2029
30. H 0.2022
31. H 0.2083
32. H 0.2045
33. H 0.2024
34. H 0.2083
35. H 0.2238
36. H 0.2009
37. H 0.2081
38. H 0.2183
39. H 0.2013
40. H 0.2023
41. H 0.1666
42. H 0.1798
43. H 0.1683
44. H 0.1771
45. H 0.1751
46. H 0.1996
47. H 0.1952
48. H 0.1938
49. C -0.6607
50. H 0.2159
51. H 0.2142
52. H 0.2197
53. H 0.2035
54. H 0.2110
55. H 0.1909
56. C -0.6506
57. H 0.2128
58. H 0.2150
59. H 0.2154
60. H 0.2127
61. H 0.2090
62. H 0.2095



(2)
Formula: C22H38NO11
Source: the OMol25 dataset
Level of theory: the ωB97M-V functional and the def2-TZVPD basis

HOMO = -12.159 eV
Total charge = +1
Total energy = -1743.27826 Ha

Atoms and positions in Å:
C  2.80  2.95  0.85
C  3.20  1.65  1.53
O  3.74  0.78  0.88
O  2.91  1.49  2.86
C  2.34  0.18  3.10
C  1.60  0.11  4.43
C  0.09  0.49  4.39
N  -0.45  0.74  3.03
C  -0.45  1.98  2.55
C  -0.90  2.23  1.29
C  -1.35  1.17  0.53
C  -1.36  -0.11  1.05
C  -0.90  -0.31  2.32
H  2.91  3.79  1.54
H  3.43  3.11  -0.02
H  1.77  2.86  0.48
H  1.75  -0.13  2.22
H  3.17  -0.53  3.16
H  1.65  -0.94  4.74
H  2.09  0.71  5.20
H  -0.07  1.41  4.96
H  -0.56  -0.25  4.87
H  -0.07  2.76  3.20
H  -0.88  3.27  0.96
H  -1.71  1.34  -0.48
H  -1.71  -0.97  0.50
H  -0.86  -1.28  2.79
C  -3.44  -5.73  -1.57
C  -3.60  -6.14  -0.12
O  -2.35  -6.54  0.46
C  -1.50  -5.57  0.74
O  -1.67  -4.39  0.56
O  -0.39  -6.13  1.24
C  0.67  -5.21  1.49
H  -2.97  -6.53  -2.15
H  -4.41  -5.49  -2.01
H  -2.80  -4.85  -1.67
H  -4.26  -7.00  -0.07
H  -4.06  -5.35  0.47
H  0.34  -4.40  2.15
H  1.05  -4.81  0.56
H  1.46  -5.77  1.99
C  6.50  0.52  -5.68
C  7.09  -0.78  -5.17
O  7.30  -0.74  -3.74
C  6.20  -0.84  -3.00
O  5.07  -0.96  -3.40
O  6.56  -0.76  -1.72
C  5.46  -0.76  -0.80
H  7.12  1.37  -5.39
H  6.42  0.49  -6.77
H  5.50  0.69  -5.27
H  8.08  -0.92  -5.60
H  6.48  -1.64  -5.44
H  4.82  -1.63  -0.96
H  4.89  0.16  -0.91
H  5.87  -0.80  0.20
C  -5.94  6.30  -1.61
C  -6.73  5.09  -2.06
O  -6.01  3.86  -1.84
C  -5.93  3.46  -0.57
O  -6.40  4.01  0.38
O  -5.20  2.34  -0.54
C  -4.96  1.85  0.77
H  -4.97  6.32  -2.10
H  -6.48  7.22  -1.86
H  -5.77  6.29  -0.54
H  -6.90  5.14  -3.13
H  -7.71  5.04  -1.58
H  -5.89  1.70  1.32
H  -4.30  2.54  1.31
H  -4.46  0.89  0.68

Partial atomic charges computed with the Löwdin method, in multiples of e:
1. C 0.0363
2. C -0.4794
3. O 0.1060
4. O -0.0059
5. C -0.1691
6. C -0.0946
7. C -0.0792
8. N -0.0551
9. C -0.0082
10. C -0.0103
11. C 0.0004
12. C 0.0099
13. C -0.0038
14. H 0.0932
15. H 0.0962
16. H 0.0710
17. H 0.1228
18. H 0.1377
19. H 0.1229
20. H 0.1303
21. H 0.1313
22. H 0.1356
23. H 0.1602
24. H 0.1356
25. H 0.1389
26. H 0.1376
27. H 0.1594
28. C -0.0644
29. C -0.2016
30. O 0.0499
31. C -0.6118
32. O 0.0931
33. O 0.0161
34. C -0.0446
35. H 0.0861
36. H 0.0832
37. H 0.0695
38. H 0.1255
39. H 0.1223
40. H 0.0814
41. H 0.1006
42. H 0.0972
43. C -0.0678
44. C -0.2070
45. O 0.0402
46. C -0.6114
47. O 0.1166
48. O 0.0125
49. C -0.0562
50. H 0.0823
51. H 0.0814
52. H 0.0704
53. H 0.1231
54. H 0.1246
55. H 0.0982
56. H 0.0703
57. H 0.0919
58. C -0.0654
59. C -0.1988
60. O 0.0424
61. C -0.6091
62. O 0.1321
63. O -0.0007
64. C -0.0558
65. H 0.0815
66. H 0.0845
67. H 0.0718
68. H 0.1247
69. H 0.1275
70. H 0.1019
71. H 0.0906
72. H 0.0813



(3)
Formula: C22H39AlBeBr5CsF3NO8PS3
Source: the OMol25 dataset
Level of theory: the ωB97M-V functional and the def2-TZVPD basis

HOMO = -9.158 eV
Total charge = +1
Total energy = -16500.46391 Ha

Atoms and positions in Å:
O  -6.35  3.97  1.27
S  -5.77  4.92  2.15
O  -6.59  5.95  2.60
O  -5.37  4.02  3.51
C  -4.22  3.36  3.11
Br  -4.82  1.48  2.65
C  -3.41  4.17  2.05
C  -2.85  3.45  0.83
C  -3.46  4.00  -0.48
C  -3.00  3.17  -1.69
C  -2.94  1.67  -1.37
C  -1.48  1.28  -0.97
C  -0.59  0.92  -2.16
C  0.14  -0.42  -1.89
C  1.43  -0.50  -2.72
C  2.39  -1.61  -2.25
C  2.89  -1.34  -0.80
C  4.42  -1.51  -0.66
C  4.79  -2.53  0.43
N  4.36  -2.00  1.71
C  5.12  -1.06  2.34
C  4.40  -0.76  3.48
C  3.22  -1.55  3.51
C  3.23  -2.34  2.38
P  -2.04  4.97  3.10
S  -0.70  3.67  3.62
O  -4.28  5.31  1.78
H  -3.61  3.35  4.01
H  -2.96  2.37  0.93
H  -1.77  3.64  0.84
H  -4.55  4.05  -0.46
H  -3.09  5.02  -0.61
H  -2.01  3.49  -2.06
H  -3.70  3.37  -2.51
H  -3.14  1.11  -2.30
H  -3.66  1.35  -0.62
H  -1.59  0.37  -0.36
H  -1.07  2.11  -0.39
H  -1.22  0.83  -3.14
H  0.13  1.71  -2.38
H  0.27  -0.56  -0.82
H  -0.55  -1.26  -2.24
H  1.99  0.44  -2.72
H  1.14  -0.79  -3.80
H  3.26  -1.73  -2.91
H  1.84  -2.56  -2.25
H  2.63  -0.34  -0.44
H  2.33  -2.02  -0.15
H  4.83  -0.53  -0.37
H  4.92  -1.75  -1.61
H  4.26  -3.48  0.24
H  5.89  -2.74  0.45
H  6.07  -0.66  1.97
H  4.70  -0.02  4.21
H  2.42  -1.57  4.24
H  2.53  -3.07  2.00
H  -1.46  6.03  2.39
H  -2.68  5.43  4.28
F  6.67  0.41  0.61
Be  -0.51  -0.44  -3.89
F  -2.25  0.91  2.42
C  -1.52  -3.12  3.34
C  -0.76  -1.83  3.12
O  0.06  -2.11  1.96
S  -0.71  -3.11  0.99
O  -1.34  -2.34  -0.03
O  0.16  -4.19  0.68
O  -1.82  -3.60  2.01
H  -0.90  -3.87  3.83
H  -2.43  -2.97  3.91
H  -0.14  -1.56  3.96
H  -1.43  -1.00  2.87
F  -6.68  6.85  0.41
Al  6.26  -4.20  -0.40
Br  0.40  -1.74  -6.45
C  0.66  -3.65  -6.84
C  1.01  -4.43  -5.60
Br  2.86  -4.14  -5.08
H  1.42  -3.70  -7.61
H  -0.30  -3.98  -7.25
H  0.93  -5.50  -5.80
H  0.40  -4.18  -4.75
Br  6.21  -5.85  1.57
Br  -4.98  -0.75  3.59
Cs  8.00  1.80  -0.53

Partial atomic charges computed with the Löwdin method, in multiples of e:
1. O -0.2158
2. S 0.6171
3. O -0.1763
4. O -0.1751
5. C -0.5780
6. Br 0.8385
7. C -0.5579
8. C -0.1991
9. C -0.1480
10. C -0.1781
11. C -0.1701
12. C -0.1484
13. C -0.1675
14. C -0.1977
15. C -0.1817
16. C -0.1702
17. C -0.1445
18. C -0.1589
19. C -0.3067
20. N -0.1260
21. C -0.0739
22. C -0.0784
23. C -0.0828
24. C -0.0989
25. P 0.4486
26. S 0.1940
27. O -0.1961
28. H 0.0896
29. H 0.0393
30. H 0.0913
31. H 0.1145
32. H 0.1286
33. H 0.1122
34. H 0.1177
35. H 0.1028
36. H 0.1132
37. H 0.1098
38. H 0.1231
39. H 0.1028
40. H 0.1362
41. H 0.1338
42. H 0.1341
43. H 0.1438
44. H 0.0547
45. H 0.0948
46. H 0.1161
47. H 0.1290
48. H 0.0989
49. H 0.0939
50. H 0.0900
51. H 0.0817
52. H -0.0665
53. H 0.0883
54. H 0.0944
55. H 0.0848
56. H 0.1074
57. H 0.0097
58. H 0.0198
59. F -1.0164
60. Be 0.6660
61. F -0.5968
62. C -0.1404
63. C -0.1395
64. O -0.2101
65. S 0.5754
66. O -0.2491
67. O -0.2168
68. O -0.1771
69. H 0.1375
70. H 0.1183
71. H 0.1354
72. H 0.0874
73. F -0.4673
74. Al 0.3986
75. Br 0.6936
76. C -0.6105
77. C -0.6739
78. Br 0.6699
79. H 0.0693
80. H 0.0735
81. H 0.0726
82. H 0.0507
83. Br -0.0987
84. Br 0.2696
85. Cs 1.1205



(4)
Formula: C22H39BrN2O6S
Source: the OMol25 dataset
Level of theory: the ωB97M-V functional and the def2-TZVPD basis

HOMO = -8.884 eV
Total charge = 0
Total energy = -4394.72194 Ha

Atoms and positions in Å:
C  -3.32  -4.07  0.29
C  -2.75  -4.69  1.59
C  -1.26  -4.41  1.71
Br  -0.24  -5.35  0.33
C  -0.62  -4.63  3.05
C  -0.53  -5.82  3.75
C  -1.02  -7.14  3.22
C  0.14  -5.85  5.00
C  0.73  -4.76  5.59
C  0.66  -3.53  4.89
N  1.16  -2.36  5.28
S  0.80  -1.31  4.12
N  0.02  -2.25  3.10
C  0.00  -3.48  3.64
H  -3.12  -4.74  -0.54
H  -4.40  -3.95  0.36
H  -2.84  -3.13  0.07
H  -2.96  -5.75  1.54
H  -3.26  -4.24  2.43
H  -1.13  -3.36  1.49
H  -0.29  -7.53  2.52
H  -1.99  -7.08  2.76
H  -1.11  -7.83  4.04
H  0.20  -6.80  5.52
H  1.23  -4.83  6.54
C  -4.34  4.85  -0.19
O  -3.17  4.31  0.39
C  -2.70  5.12  1.46
C  -1.54  4.45  2.16
O  -1.95  3.48  3.12
C  -2.31  2.21  2.60
C  -1.12  1.34  2.26
O  -0.61  1.67  0.99
C  0.59  0.98  0.71
H  -4.16  5.86  -0.58
H  -4.63  4.20  -1.01
H  -5.16  4.88  0.53
H  -3.51  5.30  2.18
H  -2.37  6.09  1.05
H  -1.01  5.21  2.73
H  -0.85  4.02  1.43
H  -2.97  2.31  1.73
H  -2.87  1.72  3.40
H  -1.43  0.28  2.25
H  -0.34  1.47  3.03
H  1.38  1.26  1.42
H  0.91  1.26  -0.29
H  0.44  -0.10  0.75
C  0.05  2.61  -3.02
O  1.18  2.16  -3.74
C  0.97  2.19  -5.14
C  2.24  1.85  -5.87
O  3.13  2.96  -6.01
C  3.92  3.26  -4.88
C  5.14  2.37  -4.74
O  4.79  1.14  -4.12
C  5.86  0.23  -4.11
H  -0.83  1.99  -3.25
H  0.28  2.53  -1.96
H  -0.17  3.66  -3.26
H  0.63  3.19  -5.44
H  0.19  1.46  -5.40
H  1.98  1.57  -6.89
H  2.75  1.00  -5.40
H  3.33  3.24  -3.96
H  4.28  4.28  -5.04
H  5.89  2.88  -4.12
H  5.57  2.18  -5.73
H  6.16  -0.03  -5.13
H  5.54  -0.66  -3.59
H  6.73  0.65  -3.58

Partial atomic charges computed with the Löwdin method, in multiples of e:
1. C -0.1116
2. C -0.2797
3. C -0.6399
4. Br 0.7347
5. C -0.1800
6. C -0.2121
7. C -0.0416
8. C -0.0283
9. C 0.0016
10. C -0.3694
11. N -0.2226
12. S 1.0149
13. N -0.2312
14. C -0.3003
15. H 0.0556
16. H 0.0694
17. H 0.0723
18. H 0.0852
19. H 0.1196
20. H 0.0615
21. H 0.0754
22. H 0.0625
23. H 0.0762
24. H 0.1091
25. H 0.1118
26. C -0.1150
27. O -0.1977
28. C -0.2096
29. C -0.1824
30. O -0.1281
31. C -0.1784
32. C -0.2224
33. O -0.1958
34. C -0.1009
35. H 0.0870
36. H 0.0869
37. H 0.0886
38. H 0.1307
39. H 0.1266
40. H 0.1271
41. H 0.1230
42. H 0.1241
43. H 0.1277
44. H 0.1146
45. H 0.1139
46. H 0.0914
47. H 0.0705
48. H 0.0838
49. C -0.1012
50. O -0.1956
51. C -0.2109
52. C -0.1827
53. O -0.1300
54. C -0.1832
55. C -0.2106
56. O -0.1966
57. C -0.1151
58. H 0.0924
59. H 0.0674
60. H 0.0914
61. H 0.1306
62. H 0.1266
63. H 0.1266
64. H 0.1235
65. H 0.1233
66. H 0.1266
67. H 0.1263
68. H 0.1304
69. H 0.0884
70. H 0.0872
71. H 0.0868